1.
Below is a single CH5PS2 molecule in a non-equilibrium geometry, with properties calculated with wB97M-V/def2-TZVPD.

Cartesian coordinates (Å):
S (0.271, -1.493, 1.737)
S (-1.981, 0.673, 0.472)
P (-0.403, -0.600, 0.177)
C (0.967, 0.343, -0.706)
H (1.741, -0.370, -1.171)
H (0.547, 0.911, -1.572)
H (-1.705, 1.080, 1.784)
H (1.570, 1.077, 0.041)
H (-1.009, -1.621, -0.763)

**Lowest unoccupied orbital energy**: 0.6 eV
**ΔE to the lowest compared entry with this formula, charge and spin**: 57.8 kJ/mol
**Multiplicity**: 1
**SMILES string**: C[P@@H](=S)S

These are the natural (NBO) partial charges, in e, on atoms 1 to 8: atom 1 (S): -0.57, atom 2 (S): -0.29, atom 3 (P): 0.87, atom 4 (C): -0.97, atom 5 (H): 0.26, atom 6 (H): 0.24, atom 7 (H): 0.19, atom 8 (H): 0.27

2.
Below is 2 unconnected molecules or ions with the total composition CH5S2, with properties calculated with wB97M-V/def2-TZVPD.

Cartesian coordinates (Å):
S (1.011, -1.007, -0.041)
S (-1.956, 0.602, -0.056)
C (1.924, 0.583, 0.100)
H (1.502, 1.200, 0.896)
H (2.980, 0.316, 0.180)
H (-2.058, -0.447, 0.783)
H (-0.599, 0.318, -0.238)
H (1.886, 1.186, -0.813)

**Lowest unoccupied orbital energy**: 3.8 eV
**ΔE to the lowest compared entry with this formula, charge and spin**: 40.4 kJ/mol
**Multiplicity**: 1
**Total charge**: -1

Here is what natural (NBO) gives for the atomic charges, in e: atom 1 (S): -0.65, atom 2 (S): -0.48, atom 3 (C): -0.74, atom 4 (H): 0.18, atom 5 (H): 0.19, atom 6 (H): 0.14, atom 7 (H): 0.20, atom 8 (H): 0.17

3.
Below is 2 unconnected molecules or ions with the total composition CH5S3, with properties calculated with wB97M-V/def2-TZVPD.

Cartesian coordinates (Å):
S (2.096, -1.317, -0.016)
S (-0.474, -0.225, 1.986)
S (-1.712, 0.923, 0.815)
C (-0.913, 0.959, -0.810)
H (0.773, -1.181, 0.434)
H (-0.915, -0.033, -1.273)
H (0.138, 1.257, -0.737)
H (2.448, -2.060, 1.040)
H (-1.441, 1.677, -1.440)

**Lowest unoccupied orbital energy**: 3.5 eV
**ΔE to the lowest compared entry with this formula, charge and spin**: 19.2 kJ/mol
**Multiplicity**: 1
**Total charge**: -1

These are the natural (NBO) partial charges, in e, on atoms 1 to 8: atom 1 (S): -0.43, atom 2 (S): -0.70, atom 3 (S): -0.02, atom 4 (C): -0.76, atom 5 (H): 0.20, atom 6 (H): 0.19, atom 7 (H): 0.20, atom 8 (H): 0.12

4.
Below is 35 unconnected molecules or ions with the total composition CH69O37 in a non-equilibrium geometry, with properties calculated with wB97M-V/def2-TZVPD.

Cartesian coordinates (Å):
O (4.712, -4.655, -0.738)
O (2.104, 3.151, 4.794)
O (-2.171, -2.281, 0.999)
O (-3.668, -2.567, -2.291)
O (-1.010, 4.414, 1.773)
O (0.398, 0.510, 4.560)
O (2.908, -1.724, 0.232)
O (-1.444, 3.323, -3.592)
O (4.716, -3.315, 4.039)
O (-3.763, 1.456, 4.927)
O (2.247, 3.783, -1.925)
O (-0.419, -0.266, 0.051)
O (0.285, 1.400, -3.758)
O (2.271, -0.237, -2.574)
O (0.829, -3.733, 2.054)
O (2.521, 2.303, -5.415)
O (-1.226, 1.762, 2.650)
O (1.489, 0.294, 1.164)
O (-3.525, 0.147, -1.224)
O (-2.384, -1.474, 4.196)
O (3.888, 1.535, -1.472)
O (-2.226, 2.778, -0.452)
O (1.350, -1.897, 4.266)
O (-3.672, 1.165, 1.679)
O (4.699, 0.519, -3.985)
O (-1.167, -1.102, -2.365)
O (-3.518, 1.688, -3.453)
O (0.121, -3.463, -0.945)
O (-0.705, -0.646, -5.541)
O (1.982, 3.820, 1.600)
O (-3.838, 4.052, 2.726)
O (1.617, -5.712, -1.193)
O (-2.533, -4.547, -0.736)
O (-4.400, -1.543, 2.021)
O (1.336, -2.466, -4.262)
O (3.112, 0.792, 3.171)
O (0.397, 1.781, -0.147)
C (0.490, 0.503, 0.417)
H (-1.489, 3.839, -2.787)
H (1.997, -1.269, 3.950)
H (1.855, -1.100, -2.764)
H (-4.548, 4.095, 3.356)
H (-3.030, 1.697, 4.360)
H (-3.004, 2.382, -0.011)
H (1.134, 4.065, 1.926)
H (-4.079, 2.497, -3.432)
H (-1.708, -4.288, -1.183)
H (3.562, 2.409, -1.835)
H (-0.911, -0.417, -3.009)
H (5.036, -4.534, -1.662)
H (-1.540, -1.438, 3.733)
H (-1.555, 2.065, -0.373)
H (-0.452, 0.109, -4.993)
H (4.352, 1.239, -4.539)
H (-3.578, -1.977, 1.722)
H (-3.891, 3.188, 2.257)
H (0.969, -2.403, 3.519)
H (-2.335, -2.953, 0.285)
H (5.171, 0.953, -3.263)
H (-0.898, -0.730, -1.504)
H (3.280, 1.437, -0.721)
H (-1.896, 4.591, 2.171)
H (4.535, -3.520, 3.112)
H (2.972, 2.708, 4.641)
H (2.386, 0.470, 2.561)
H (-1.652, -0.538, -5.628)
H (2.801, -1.271, -0.601)
H (0.509, -0.457, 4.413)
H (2.342, -1.164, 0.757)
H (0.561, -2.602, -0.898)
H (-1.218, 3.972, 0.909)
H (1.445, -5.836, -0.272)
H (4.258, -2.519, 4.226)
H (2.387, -5.114, -1.220)
H (1.514, 2.385, 4.694)
H (0.152, -3.850, 1.348)
H (-1.443, -1.676, 0.806)
H (-4.291, -1.976, -1.864)
H (3.158, -0.079, -2.780)
H (-2.086, 2.628, -3.346)
H (-0.254, 2.181, -3.492)
H (2.317, 2.810, -6.201)
H (-3.789, 1.112, -2.765)
H (4.488, -3.783, -0.389)
H (0.728, -4.072, -1.392)
H (2.002, 4.194, -2.766)
H (-4.121, 0.427, 2.142)
H (-4.892, -2.185, 2.534)
H (-0.186, 0.667, 5.313)
H (-0.499, 1.360, 3.195)
H (0.878, 1.249, -3.037)
H (-3.729, 0.342, -0.278)
H (-3.008, -1.213, 3.487)
H (-3.212, -4.188, -1.344)
H (1.515, -3.221, 1.590)
H (1.540, 3.985, -1.349)
H (3.894, 0.400, 2.794)
H (1.684, 2.124, -4.958)
H (-0.996, 2.672, 2.366)
H (-2.643, -0.269, -1.256)
H (-2.944, -1.949, -2.552)
H (2.149, 3.011, 2.103)
H (0.450, -2.787, -4.123)
H (1.106, 2.314, 0.291)
H (-3.391, 0.676, 5.366)
H (1.196, -1.701, -4.825)
H (-2.864, 1.277, 2.236)

**Lowest unoccupied orbital energy**: 1.9 eV
**Multiplicity**: 1
**Total charge**: -1

These are the Löwdin partial charges, in e, on atoms 1 to 8: atom 1 (O): -0.07, atom 2 (O): -0.08, atom 3 (O): -0.06, atom 4 (O): -0.07, atom 5 (O): -0.08, atom 6 (O): -0.07, atom 7 (O): -0.04, atom 8 (O): -0.06

5.
Below is a molecular structure, CH6ClIN2OP in a non-equilibrium geometry, with properties calculated with wB97M-V/def2-TZVPD.

Cartesian coordinates (Å):
I (-3.354, -0.660, 0.017)
Cl (-2.117, 2.336, -0.007)
P (0.665, -0.089, -0.688)
O (3.160, 0.876, 1.303)
N (-0.313, -1.176, -1.555)
N (1.495, -0.727, 0.487)
C (-3.258, 1.325, 0.570)
H (-3.978, 1.861, 1.211)
H (3.078, 0.062, 0.506)
H (-0.822, -0.912, -2.439)
H (1.634, -1.752, 0.398)
H (4.075, 0.988, 1.632)
H (-0.267, -2.131, -1.436)

**Lowest unoccupied orbital energy**: -7.6 eV
**ΔE to the lowest compared entry with this formula, charge and spin**: 546.8 kJ/mol
**Multiplicity**: 1
**Total charge**: +1

These are the natural (NBO) partial charges, in e, on atoms 1 to 8: atom 1 (I): 0.60, atom 2 (Cl): 0.37, atom 3 (P): 1.21, atom 4 (O): -1.00, atom 5 (N): -1.20, atom 6 (N): -1.17, atom 7 (C): -0.24, atom 8 (H): 0.27

6.
Below is 3 unconnected molecules or ions with the total composition CH6FN2PS in a non-equilibrium geometry, with properties calculated with wB97M-V/def2-TZVPD.

Cartesian coordinates (Å):
S (3.278, 1.032, -0.189)
P (-0.424, -2.383, -0.034)
F (0.597, -1.654, -1.069)
N (0.233, -1.748, 1.230)
N (-1.957, 0.702, -0.998)
C (1.769, 0.901, 0.439)
H (-2.430, 0.956, -1.824)
H (0.036, -2.012, 2.163)
H (1.263, 1.756, 1.079)
H (-2.489, 1.134, -0.223)
H (1.233, 0.032, 0.367)
H (-1.109, 1.283, -0.943)

**Lowest unoccupied orbital energy**: -0.2 eV
**ΔE to the lowest compared entry with this formula, charge and spin**: 74.5 kJ/mol
**Multiplicity**: 1
**SMILES string**: [H]/N=P/F.C=S.N

These are the natural (NBO) partial charges, in e, on atoms 1 to 8: atom 1 (S): 0.04, atom 2 (P): 1.39, atom 3 (F): -0.59, atom 4 (N): -1.18, atom 5 (N): -1.07, atom 6 (C): -0.43, atom 7 (H): 0.36, atom 8 (H): 0.39

7.
Below is 2 unconnected molecules or ions with the total composition CH6FN3 in a non-equilibrium geometry, with properties calculated with wB97M-V/def2-TZVPD.

Cartesian coordinates (Å):
F (2.853, -0.185, 0.169)
N (-1.707, -0.297, 0.168)
N (0.043, 1.186, -0.129)
N (0.677, -0.947, -0.138)
C (-0.342, -0.176, 0.036)
H (1.966, -0.321, -0.195)
H (-0.658, 1.701, 0.252)
H (-2.107, -1.218, -0.004)
H (0.597, -1.885, 0.067)
H (0.900, 1.611, -0.215)
H (-2.222, 0.532, -0.010)

**Lowest unoccupied orbital energy**: 0.5 eV
**ΔE to the lowest compared entry with this formula, charge and spin**: 58.5 kJ/mol
**Multiplicity**: 1
**SMILES string**: N=C(N)N.F

These are the natural (NBO) partial charges, in e, on atoms 1 to 8: atom 1 (F): -0.64, atom 2 (N): -0.83, atom 3 (N): -0.83, atom 4 (N): -0.79, atom 5 (C): 0.63, atom 6 (H): 0.52, atom 7 (H): 0.35, atom 8 (H): 0.41

8.
Below is 3 unconnected molecules or ions with the total composition CH6FN4O in a non-equilibrium geometry, with properties calculated with wB97M-V/def2-TZVPD.

Cartesian coordinates (Å):
F (-4.264, 1.198, -0.130)
O (1.117, -0.414, 0.560)
N (-1.105, -0.703, -0.131)
N (-2.368, -1.054, -0.121)
N (2.966, -0.028, -0.565)
N (3.546, 0.783, 0.181)
C (-0.026, -0.616, 0.349)
H (3.341, 1.775, 0.031)
H (4.115, 0.538, 1.003)
H (-4.936, 1.802, 0.108)
H (-2.570, -1.962, -0.526)
H (-3.005, -0.304, -0.368)
H (3.188, -1.015, -0.390)

**Lowest unoccupied orbital energy (alpha / beta)**: -5.9 / -5.9 eV
**ΔE to the lowest compared entry with this formula, charge and spin**: 40.5 kJ/mol
**Multiplicity**: 1
**Total charge**: +1

These are the natural (NBO) partial charges, in e, on atoms 1 to 8: atom 1 (F): -0.58, atom 2 (O): -0.63, atom 3 (N): -0.27, atom 4 (N): -0.61, atom 5 (N): -0.03, atom 6 (N): -0.31, atom 7 (C): 0.81, atom 8 (H): 0.43

9.
Below is a gas-phase ion, CH6IN4 (charge +1) in a non-equilibrium geometry, with properties calculated with wB97M-V/def2-TZVPD.

Cartesian coordinates (Å):
I (2.906, -0.383, 0.186)
N (-0.127, 0.414, -0.450)
N (-0.978, -1.550, 0.465)
N (-0.275, -0.923, -0.637)
N (1.158, 2.245, 0.025)
C (1.217, 0.888, -0.092)
H (-0.839, -1.081, -1.414)
H (0.343, 2.769, -0.257)
H (-1.967, -1.469, 0.265)
H (1.688, 2.659, 0.765)
H (-0.806, -1.137, 1.383)
H (0.652, -1.467, -0.478)

**Lowest unoccupied orbital energy**: -4.3 eV
**ΔE to the lowest compared entry with this formula, charge and spin**: 141.4 kJ/mol
**Multiplicity**: 1
**Total charge**: +1
**SMILES string**: N[NH2+]/N=C(/N)I

These are the natural (NBO) partial charges, in e, on atoms 1 to 8: atom 1 (I): 0.31, atom 2 (N): -0.43, atom 3 (N): -0.65, atom 4 (N): -0.24, atom 5 (N): -0.76, atom 6 (C): 0.27, atom 7 (H): 0.43, atom 8 (H): 0.44

10.
Below is 2 unconnected molecules or ions with the total composition CH6N2 in a non-equilibrium geometry, with properties calculated with wB97M-V/def2-TZVPD.

Cartesian coordinates (Å):
N (-1.165, -1.551, -4.861)
N (0.779, 1.737, 6.952)
C (-0.399, -1.405, -5.854)
H (-1.040, -0.834, -4.150)
H (-0.047, 2.271, 7.123)
H (0.841, 1.432, 5.986)
H (1.120, 0.907, 7.407)
H (-0.681, -1.618, -6.887)
H (0.592, -0.939, -5.716)

**Lowest unoccupied orbital energy**: 1.2 eV
**ΔE to the lowest compared entry with this formula, charge and spin**: 144.6 kJ/mol
**Multiplicity**: 1
**SMILES string**: C=N.N

These are the natural (NBO) partial charges, in e, on atoms 1 to 8: atom 1 (N): -0.62, atom 2 (N): -1.11, atom 3 (C): -0.02, atom 4 (H): 0.35, atom 5 (H): 0.38, atom 6 (H): 0.36, atom 7 (H): 0.38, atom 8 (H): 0.16

| no. | E (Eh) |
| --- | --- |
| 1 | -1178.82485 |
| 2 | -837.48732 |
| 3 | -1235.69982 |
| 4 | -2863.69507 |
| 5 | -1325.28652 |
| 6 | -990.57829 |
| 7 | -305.82660 |
| 8 | -435.45060 |
| 9 | -558.05814 |
| 10 | -151.14390 |